Below is a 6-piece molecular cluster, C36H69BF3N3O12S overall in a non-equilibrium geometry, with properties calculated with the ωB97M-V functional and the def2-TZVPD basis.

Calculated values
E_tot in a.u.: -3202.45942
LUMO in eV: 0.16
SMILES: NCCCCCB(CCCCCCCSc1nnco1)COC(F)(F)F.CCOC(C)=O.CCOC(C)=O.CCOC(C)=O.CCOC(C)=O.CCOC(C)=O

Geometry as XYZ:
```
125
Properties=species:S:1:pos:R:3:forces:R:3:lowdin_charge:R:1
N -3.6577 7.3172 2.2833 -0.558 -2.246 0.073 -0.060
C -2.5855 6.7109 1.3933 0.778 0.678 -1.243 -0.271
C -3.1543 6.2573 -0.0874 1.233 -0.401 -0.099 -0.197
C -3.5682 4.6590 -0.1632 -1.348 0.848 0.161 -0.190
C -4.8340 4.3900 0.8958 0.398 0.249 -0.405 -0.186
C -4.2958 3.6984 2.3195 -1.259 0.003 0.531 -0.154
B -4.3610 2.0246 2.2268 1.063 0.640 0.089 -0.207
C -2.9502 1.2551 1.8860 1.011 0.079 -0.993 -0.131
C -1.8225 1.3630 3.1170 -0.737 0.467 0.719 -0.183
C -1.5803 -0.0562 3.9008 0.884 0.004 0.311 -0.202
C -1.1764 -1.3227 2.9420 -0.166 -0.815 0.553 -0.214
C 0.1848 -1.1183 2.0520 0.024 -0.753 -0.199 -0.199
C -0.0870 -0.7488 0.4644 1.276 0.117 -0.478 -0.237
C -0.1807 -2.1109 -0.4971 -0.708 0.124 1.294 -0.446
S 0.5767 -1.7662 -2.2073 -2.656 0.193 -0.369 0.853
C -0.8521 -1.2141 -3.2954 -0.608 1.853 -2.782 -0.447
N -0.5969 -0.4312 -4.5906 -3.358 -3.018 5.196 -0.045
N -1.8561 -0.1471 -5.1145 -2.913 -3.819 5.555 -0.050
C -2.8868 -0.7613 -4.1934 3.652 1.833 -2.430 -0.070
O -2.2929 -1.4579 -3.0058 2.838 3.166 -4.905 -0.098
C -5.8223 1.2802 2.5251 -0.345 2.428 1.689 -0.111
O -6.2876 0.4047 1.4512 2.620 -4.065 0.713 -0.034
C -5.6405 -0.8999 1.4090 -1.709 -0.895 -0.942 -0.248
F -6.7515 -1.9172 1.2839 3.800 3.107 0.432 0.008
F -4.8391 -1.0736 0.1398 -2.354 0.530 4.548 0.018
F -4.8617 -1.2989 2.5954 -2.332 1.446 -4.123 0.037
H -3.9436 6.5139 2.9203 0.159 1.543 -0.926 0.055
H -4.5233 7.5236 1.7165 1.396 -0.315 0.701 0.058
H -2.0304 5.8011 1.9250 -1.298 1.980 -1.101 0.117
H -1.7775 7.5628 1.2096 -1.661 -1.997 0.334 0.098
H -4.0678 6.9326 -0.4043 1.658 -1.386 0.759 0.117
H -2.2857 6.5110 -0.8603 -1.963 -0.751 1.610 0.090
H -3.9815 4.4801 -1.2524 1.065 0.064 2.123 0.110
H -2.6978 3.9259 0.1119 -1.507 1.559 -0.745 0.100
H -5.3155 5.4542 1.0995 0.889 -2.412 -0.261 0.098
H -5.6666 3.7173 0.3741 1.780 1.320 1.222 0.116
H -5.0791 4.0082 3.1614 1.595 -0.442 -1.580 0.111
H -3.2448 4.0973 2.6451 -1.962 -0.677 -0.823 0.090
H -2.4530 1.8593 0.9845 -1.141 -1.256 1.719 0.108
H -3.0579 0.1535 1.5068 0.306 2.061 0.859 0.068
H -0.8119 1.8592 2.7368 -2.146 -1.366 0.676 0.123
H -2.2555 2.1372 3.9158 1.032 -1.615 -1.594 0.112
H -0.6567 0.1100 4.6374 -1.947 -0.324 -1.535 0.124
H -2.4873 -0.3463 4.6199 1.846 0.705 -1.847 0.100
H -0.9923 -2.2550 3.6645 -0.485 2.154 -1.493 0.105
H -2.0879 -1.6557 2.2492 1.961 0.855 1.358 0.109
H 0.7431 -2.1732 2.0475 -1.095 2.314 0.022 0.110
H 0.9409 -0.3600 2.5729 -1.795 -1.463 -1.214 0.122
H 0.8618 -0.1573 0.0475 -2.044 -1.238 0.982 0.106
H -1.0106 -0.0528 0.2822 1.650 -1.466 0.472 0.098
H -1.2961 -2.4894 -0.5780 2.372 0.727 -0.035 0.097
H 0.4751 -2.9868 -0.0348 -1.300 1.945 -1.116 0.091
H -4.0287 -0.6159 -4.4574 2.647 -0.741 1.276 0.135
H -5.8772 0.8024 3.6152 0.153 0.681 -2.418 0.148
H -6.6048 2.1826 2.5712 1.338 -2.250 -0.350 0.143
C 4.7618 -0.8003 -5.4105 -0.167 -0.177 -0.097 -0.064
C 5.3518 -0.4690 -4.0541 -0.040 -0.086 -0.249 -0.227
O 4.5583 -1.0404 -2.9957 -0.080 0.081 0.684 -0.016
C 4.6840 -2.3080 -2.5437 -0.789 -0.592 0.880 -0.510
C 5.4882 -3.2892 -3.3430 0.813 0.050 0.249 0.003
O 4.0849 -2.6691 -1.5318 0.800 1.098 -1.532 0.045
H 4.7516 -1.8780 -5.5936 0.119 0.104 0.003 0.069
H 5.3350 -0.3196 -6.2083 -0.052 -0.031 0.099 0.083
H 3.7221 -0.4610 -5.4685 0.189 0.058 0.045 0.087
H 6.4007 -0.7679 -3.9646 -0.147 -0.109 0.014 0.113
H 5.3265 0.6161 -3.9077 -0.142 -0.261 0.245 0.124
H 4.8204 -3.8476 -4.0035 0.149 0.030 0.126 0.093
H 5.9755 -3.9829 -2.6501 -0.449 0.018 -0.233 0.087
H 6.2857 -2.8337 -3.9270 -0.177 0.092 -0.196 0.075
C 1.3191 -7.7086 -4.5232 -0.025 0.219 -0.128 -0.069
C 2.2277 -8.2906 -3.4586 -0.145 0.136 -0.121 -0.228
O 3.5298 -7.6748 -3.5023 0.506 -0.160 0.177 -0.004
C 3.8482 -6.5137 -2.8883 1.492 0.637 -0.027 -0.488
C 2.7474 -5.6476 -2.3532 -0.198 -0.064 0.775 0.007
O 5.0187 -6.1385 -2.8372 -2.051 -1.297 -0.282 0.065
H 1.1492 -6.6398 -4.3683 -0.057 -0.124 0.071 0.068
H 0.3504 -8.2162 -4.5232 0.110 0.034 0.002 0.082
H 1.7737 -7.8150 -5.5139 -0.058 -0.103 0.175 0.085
H 1.7968 -8.2287 -2.4547 0.079 0.131 -0.104 0.115
H 2.3826 -9.3554 -3.6628 0.274 0.260 0.062 0.123
H 2.4829 -4.8982 -3.1033 0.000 -0.031 0.110 0.095
H 3.1105 -5.1445 -1.4511 0.080 0.126 -0.411 0.090
H 1.8576 -6.1990 -2.0556 -0.083 0.010 -0.256 0.071
C -0.0478 7.4188 -5.0793 0.200 -0.140 0.063 -0.068
C -1.0761 8.2781 -4.3710 0.191 -0.096 -0.126 -0.226
O -1.1748 7.9181 -2.9791 -0.364 0.107 0.422 -0.010
C -0.3666 8.3944 -2.0062 -0.163 -0.462 1.661 -0.488
C 0.8856 9.1234 -2.3923 0.081 0.749 -0.051 0.007
O -0.6169 8.1666 -0.8235 0.211 0.315 -2.413 0.065
H 0.9528 7.5611 -4.6625 -0.086 0.082 -0.094 0.068
H -0.0149 7.6572 -6.1461 -0.028 -0.024 0.113 0.083
H -0.2900 6.3573 -4.9617 -0.069 0.191 -0.064 0.088
H -0.8850 9.3492 -4.4875 0.075 -0.121 0.115 0.115
H -2.0623 8.0910 -4.8090 0.091 -0.012 0.373 0.125
H 1.7211 8.4195 -2.4075 -0.100 0.076 0.002 0.101
H 1.0790 9.8990 -1.6441 0.027 -0.369 0.004 0.097
H 0.8199 9.6359 -3.3502 0.074 -0.200 -0.086 0.069
C -5.7497 -5.5853 6.0914 -0.021 -0.008 -0.251 -0.068
C -4.8513 -4.9465 7.1317 -0.141 -0.050 -0.177 -0.228
O -3.5378 -4.6988 6.5931 0.475 0.115 0.221 -0.004
C -3.1968 -3.6013 5.8817 1.665 0.219 -0.595 -0.489
C -4.2806 -2.7019 5.3671 -0.258 0.557 0.338 0.005
O -2.0194 -3.3863 5.5973 -2.109 -0.743 0.791 0.072
H -5.8994 -4.9290 5.2299 -0.059 -0.002 0.137 0.068
H -6.7279 -5.8219 6.5195 0.111 0.017 -0.026 0.083
H -5.2983 -6.5074 5.7104 -0.060 0.109 0.173 0.086
H -5.2798 -4.0345 7.5583 0.079 -0.026 -0.156 0.114
H -4.7166 -5.6436 7.9656 0.277 0.182 -0.193 0.124
H -4.5316 -2.9909 4.3436 0.034 0.037 0.140 0.090
H -3.9071 -1.6727 5.3714 0.035 -0.320 -0.206 0.069
H -5.1804 -2.7006 5.9793 -0.074 -0.175 -0.126 0.074
C 6.7120 -0.6506 0.2078 -0.077 0.170 0.124 -0.058
C 7.6715 -1.7672 -0.1529 -0.192 0.172 0.194 -0.223
O 9.0281 -1.4019 0.1678 0.487 -0.196 -0.188 -0.006
C 9.5926 -1.5499 1.3868 1.810 0.487 0.290 -0.505
C 8.7139 -1.8484 2.5646 -0.162 -0.685 0.297 0.002
O 10.7997 -1.3673 1.5388 -2.292 -0.303 -0.696 0.075
H 6.7194 -0.4433 1.2812 -0.043 -0.109 -0.080 0.069
H 5.6910 -0.9090 -0.0872 0.096 -0.006 0.004 0.070
H 7.0004 0.2788 -0.2945 -0.023 -0.184 -0.024 0.087
H 7.4018 -2.7222 0.3082 0.059 0.144 0.043 0.119
H 7.6429 -1.9284 -1.2358 0.310 0.033 0.179 0.116
H 8.4540 -0.9127 3.0654 0.027 -0.107 -0.063 0.098
H 9.2699 -2.4879 3.2578 0.025 0.356 -0.093 0.095
H 7.8066 -2.3933 2.3108 -0.097 0.209 -0.030 0.069
```
Positions in Å, forces in eV/Å.